[1]
72
Properties=species:S:1:pos:R:3:forces:R:3:lowdin_charge:R:1 method="wB97M-V/def2-TZVPD" homo_lumo_gap_ha="0.269 / 0.181" charge=+2 homo_energy_ev="-13.597 / -14.051" spin_multiplicity=6 s2=8.812
Ru 0.929075 0.526199 -0.366709 1.05 -0.31 0.05 1.073
C -3.967749 2.090001 -0.788657 0.03 -0.01 -0.06 -0.147
C -2.506413 1.858039 -1.191981 -0.14 0.01 -0.22 -0.361
Ge -1.365511 1.289843 0.285625 -0.40 -0.06 0.29 0.792
C -0.980759 2.683053 1.626420 -0.02 0.09 0.07 -0.359
C -2.200722 3.134697 2.436013 0.05 0.02 0.00 -0.140
C -2.431587 -0.030766 1.286449 0.03 -0.14 0.03 -0.134
C -2.002024 -1.344901 1.345271 -0.19 0.16 0.02 -0.272
Ge -0.330090 -1.589421 0.301128 -0.43 0.10 0.25 0.858
C 1.160713 -2.262834 1.386261 0.11 -0.05 0.06 -0.366
C 1.083683 -3.709777 1.883703 0.12 0.01 0.07 -0.145
C -0.707759 -2.451852 -1.406934 -0.04 -0.14 -0.25 -0.363
C -1.141293 -3.921795 -1.377238 0.00 0.03 0.00 -0.144
C -2.733362 -2.349320 2.043208 -0.13 -0.15 0.22 -0.164
C -3.934214 -2.054370 2.779936 0.20 0.00 -0.14 0.029
C -4.607996 -3.036222 3.447727 0.03 -0.11 0.00 -0.017
C -4.125388 -4.353030 3.417805 0.01 -0.02 0.02 0.033
C -2.954806 -4.682139 2.713343 -0.10 -0.01 0.08 -0.009
C -2.275336 -3.704467 2.045469 -0.08 0.19 -0.14 -0.011
H -4.556210 2.390068 -1.655633 0.01 0.01 -0.01 0.082
H -4.072809 2.874799 -0.040629 0.02 0.00 0.01 0.061
H -4.428287 1.183381 -0.391286 0.03 0.00 0.00 0.065
H -2.072969 2.761406 -1.623487 -0.04 0.02 -0.04 0.052
H -2.443156 1.088899 -1.964775 -0.01 0.02 -0.02 0.060
H -0.523814 3.529505 1.110646 0.00 0.03 0.10 0.050
H -0.216869 2.273694 2.287326 0.01 0.02 0.05 0.039
H -2.974338 3.582937 1.813840 0.01 -0.01 -0.03 0.063
H -1.902814 3.884659 3.169465 0.01 0.00 -0.01 0.085
H -2.650154 2.310300 2.992306 0.02 0.00 -0.02 0.064
H -3.338900 0.278791 1.797178 -0.03 -0.02 -0.01 0.065
H 1.240388 -1.562013 2.217498 0.05 -0.04 0.07 0.056
H 2.067085 -2.115498 0.794616 0.04 -0.02 0.05 0.035
H 0.286878 -3.845656 2.614394 0.11 0.02 0.01 0.059
H 2.016022 -3.971851 2.384643 0.00 0.00 -0.01 0.087
H 0.940542 -4.429743 1.076655 -0.01 0.02 -0.02 0.067
H 0.188886 -2.333960 -2.019163 0.02 -0.01 -0.04 0.042
H -1.474445 -1.833765 -1.879340 -0.02 -0.04 -0.06 0.063
H -0.430799 -4.558005 -0.847104 0.00 0.03 0.00 0.061
H -1.219431 -4.307840 -2.393690 0.00 0.01 0.00 0.083
H -2.122677 -4.045487 -0.919764 -0.01 0.01 0.07 0.068
H -4.312898 -1.045020 2.817627 0.00 0.02 -0.01 0.115
H -5.507500 -2.804517 4.000870 0.01 -0.01 0.00 0.129
H -4.661601 -5.128405 3.950938 0.01 0.01 -0.02 0.133
H -2.598651 -5.703122 2.706899 -0.01 0.00 0.00 0.131
H -1.373581 -3.955665 1.506540 -0.09 0.02 -0.09 0.073
C 4.144877 -1.649298 -2.658799 -0.04 -0.04 0.01 -0.005
C 3.002223 -1.387314 -1.902186 -0.04 0.02 0.00 -0.105
N 2.462301 -0.183342 -1.809555 0.03 0.29 -0.19 -0.009
C 3.039840 0.851934 -2.481816 -0.23 0.03 0.12 -0.142
C 4.181368 0.675818 -3.264606 0.15 0.00 -0.13 -0.120
C 4.733196 -0.616930 -3.338568 0.06 0.05 -0.05 0.041
C 4.753866 1.794497 -3.961892 0.00 -0.12 0.04 0.013
C 4.197397 3.015948 -3.868281 -0.09 0.07 0.05 0.014
C 3.022561 3.229161 -3.066787 0.11 0.13 -0.11 -0.120
C 2.423368 4.497203 -2.943838 0.10 0.02 -0.07 0.042
C 1.308387 4.648675 -2.167276 -0.08 0.00 0.04 0.000
C 0.792475 3.530861 -1.509258 0.05 -0.07 -0.03 -0.103
N 1.333664 2.325557 -1.595676 0.07 0.11 -0.21 -0.009
C 2.446078 2.164390 -2.374594 -0.13 -0.20 0.14 -0.138
H 4.541502 -2.653702 -2.696233 0.00 0.01 0.00 0.126
H 2.513902 -2.186051 -1.359030 0.00 -0.01 0.01 0.099
H 5.621382 -0.783433 -3.935820 -0.01 0.01 0.01 0.138
H 5.639978 1.632618 -4.562193 -0.02 -0.01 0.02 0.133
H 4.625517 3.860803 -4.392367 -0.02 0.00 0.02 0.133
H 2.853736 5.342897 -3.466345 0.00 -0.02 0.00 0.139
H 0.823240 5.607268 -2.050520 0.01 -0.01 0.00 0.128
H -0.085534 3.625172 -0.888018 -0.01 0.02 -0.01 0.075
N 2.825340 4.220150 4.441617 0.01 0.03 0.02 0.159
C 2.789620 3.224558 3.863687 -0.14 -0.21 -0.31 -0.314
N 2.742240 2.057697 3.244438 0.25 0.07 0.63 0.146
C 2.402483 1.565845 2.188330 -0.20 0.03 -0.59 -0.318
N 2.098635 0.980189 1.182173 -0.03 0.09 0.28 -0.045



[2]
55
Properties=species:S:1:pos:R:3:forces:R:3:lowdin_charge:R:1 method="wB97M-V/def2-TZVPD" homo_lumo_gap_ha="0.185 / 0.123" relative_energy_kj_mol=141.29 charge=+4 homo_energy_ev="-19.375 / -19.419" spin_multiplicity=4 s2=3.804
N 0.558588 -2.530782 -1.600901 -0.11 0.31 -1.05 0.127
C 0.403646 -3.090217 -2.605540 0.25 0.33 1.24 -0.239
C 0.238691 -3.875660 -3.810734 -0.07 -0.15 -0.36 -0.030
H 0.768568 -4.828734 -3.687783 -0.14 0.20 -0.09 0.115
H 0.651253 -3.329383 -4.668195 -0.08 -0.21 0.16 0.102
H -0.826993 -4.063554 -3.985929 0.24 -0.02 0.02 0.106
N -0.166787 2.698294 -1.051467 -1.59 3.27 -0.53 -0.010
C -0.544492 3.771664 -1.298369 -1.20 -0.39 0.15 0.016
C -1.271219 4.989502 -1.558745 0.47 0.12 -0.04 0.063
H -1.037596 5.334841 -2.574610 -0.04 0.09 0.08 0.142
H -0.970373 5.747808 -0.823828 -0.01 0.03 -0.12 0.142
H -2.349581 4.796921 -1.468375 0.15 -0.12 -0.01 0.144
N 1.798540 -2.131303 2.452877 0.19 1.25 0.54 0.125
C 2.029896 -1.495232 3.395576 -0.19 -1.12 -0.91 -0.299
C 2.345367 -0.835724 4.648754 0.12 0.39 0.39 -0.055
H 1.492975 -0.230652 4.987136 0.21 -0.27 0.00 0.090
H 3.208260 -0.164689 4.519381 -0.20 -0.33 0.14 0.094
H 2.580056 -1.605172 5.401182 -0.05 0.36 -0.21 0.113
Re 0.636569 1.073884 -0.664587 4.58 -3.07 -1.30 1.443
C 0.353257 1.094340 1.236311 -1.68 -0.49 7.76 -0.157
O 0.215654 1.111577 2.402485 0.83 0.14 -5.85 0.218
C -0.944757 0.024442 -1.156186 -6.39 -4.43 -1.19 -0.172
O -1.902373 -0.577142 -1.453546 4.70 3.08 1.19 0.198
C 2.680208 0.626300 -2.455250 -1.61 1.11 -0.56 0.017
C 3.042246 -0.282519 -1.464086 0.00 -0.72 0.67 -0.001
C 3.315369 0.165907 -0.156191 -0.36 -1.21 -0.25 0.011
C 3.216784 1.518909 0.148399 -1.49 1.75 -0.12 0.015
C 2.480442 2.375192 -0.724947 2.00 0.48 -0.51 -0.186
C 2.222866 1.921973 -2.074296 1.68 0.29 0.08 -0.156
H 2.649305 0.349313 -3.510809 -0.15 -0.11 0.27 0.161
H 3.151174 -1.342031 -1.700872 0.06 0.22 0.05 0.146
H 3.636998 -0.552296 0.597221 0.03 0.05 -0.09 0.148
H 3.601168 1.933471 1.077366 -0.18 -0.18 0.10 0.164
H 2.334363 3.429462 -0.475525 0.17 -0.37 -0.01 0.148
H 1.885396 2.639380 -2.830273 0.03 -0.31 0.27 0.153
N -9.182045 -6.114733 3.367939 0.93 0.91 -0.24 0.311
C -8.360304 -5.314437 3.138806 -0.07 0.07 0.00 -0.051
C -7.342189 -4.348066 2.814472 -1.16 -1.26 0.47 -0.133
C -6.004249 -4.755866 2.768923 2.21 0.26 -0.48 0.064
C -5.014270 -3.870170 2.339822 -0.60 -1.85 0.66 0.062
C -5.351309 -2.551121 1.996354 1.05 0.81 -0.22 -0.105
C -6.685525 -2.126434 2.080116 -1.69 -0.51 0.39 0.072
C -7.673280 -3.022051 2.512297 0.45 2.16 -0.83 0.073
N -4.315809 -1.653186 1.661646 -0.31 -0.12 -0.01 0.024
C -4.409511 -0.278705 1.417177 0.81 0.57 0.35 -0.001
C -3.123428 0.218796 1.475336 -1.60 -1.11 -0.32 -0.127
N -2.238142 -0.828105 1.611553 0.05 -1.32 0.40 0.061
C -2.946466 -1.931320 1.742798 0.20 1.39 -0.19 -0.072
H -5.736457 -5.770472 3.060588 -0.06 0.22 -0.13 0.156
H -3.983468 -4.218447 2.291294 -0.44 0.01 0.08 0.124
H -6.946426 -1.103869 1.820371 -0.11 -0.27 0.15 0.130
H -8.706604 -2.693875 2.600142 0.19 -0.02 -0.07 0.156
H -5.333272 0.225023 1.204987 -0.15 -0.01 0.24 0.126
H -2.785954 1.246569 1.461176 -0.23 -0.09 -0.15 0.101
H -2.590915 -2.935902 1.887878 0.32 0.17 0.00 0.133



[3]
44
Properties=species:S:1:pos:R:3:forces:R:3:lowdin_charge:R:1 method="wB97M-V/def2-TZVPD" homo_lumo_gap_ha="0.189 / 0.192" relative_energy_kj_mol=474.21 charge=+2 homo_energy_ev="-13.566 / -13.566" spin_multiplicity=4 s2=3.776
I 0.813610 5.853405 -5.181246 -0.34 -0.16 -0.30 0.081
I -1.142983 4.515961 -6.462243 0.38 0.24 0.26 0.069
Nd -0.040824 0.712265 -0.824361 -0.41 -3.31 3.00 1.397
P 1.691648 -0.531828 -2.170060 0.73 0.44 -1.77 0.574
C 2.229915 0.144788 -3.681669 1.02 0.01 -1.56 -0.263
C 3.055097 -0.711362 -1.062895 0.70 0.10 0.70 -0.212
H 3.731415 -1.406655 -1.556612 0.39 -0.11 0.26 0.081
H 1.771867 -2.732101 -2.846311 -0.15 -0.47 -0.07 0.081
H 2.738236 -1.106640 -0.087096 0.13 -0.04 -0.28 0.061
H 0.589233 -2.557849 -1.502344 0.21 0.01 -0.19 0.064
H 2.694844 1.134128 -3.549405 -0.06 -0.39 0.03 0.075
H 3.563649 0.251877 -0.894157 -0.07 -0.36 -0.16 0.082
C 0.969209 -2.121062 -2.436967 -0.56 -0.76 -0.18 -0.212
H 2.962997 -0.560590 -4.069255 0.25 0.27 -0.65 0.069
H 0.134963 -2.066571 -3.155214 0.37 -0.06 0.13 0.081
H 1.403660 0.259742 -4.400677 0.26 -0.18 0.25 0.076
P -1.759071 2.154334 0.327938 -0.84 1.66 -0.63 0.574
C -2.261579 3.637772 -0.433265 -0.98 1.57 -0.10 -0.263
C -3.144785 1.081279 0.544858 -0.71 -0.65 -0.07 -0.212
H -0.698302 1.572704 2.401741 -0.21 0.22 -0.03 0.061
H -1.855457 2.947312 2.487570 0.12 0.10 0.46 0.081
H -0.203473 3.187567 1.831229 -0.37 -0.13 0.06 0.083
C -1.053491 2.490139 1.911131 0.60 0.19 0.77 -0.212
H -2.850187 0.120509 0.991104 -0.11 0.27 0.04 0.064
H -3.819566 1.620084 1.207796 -0.40 -0.27 0.11 0.081
H -2.997512 4.073384 0.240377 -0.23 0.65 -0.30 0.069
H -2.714892 3.462734 -1.421369 0.05 -0.02 0.40 0.076
H -3.646126 0.875228 -0.414862 0.07 0.18 0.35 0.081
H -1.421295 4.335734 -0.572524 -0.27 -0.23 0.19 0.076
C -0.008734 2.285065 -2.472259 0.55 10.22 -10.24 -0.114
O 0.005379 3.125690 -3.357713 -0.27 -6.59 6.71 -0.018
O 0.879745 -0.732762 2.016840 -0.63 0.00 -0.87 0.082
B 0.011126 -0.820558 0.896481 0.19 -2.61 3.07 -0.686
O -0.808483 -1.971927 0.992547 0.51 0.86 -0.21 0.089
C -0.443614 -2.587715 2.167474 1.62 1.78 0.33 -0.223
C -0.911032 -3.706576 2.721007 -1.31 -1.97 0.29 0.005
C -0.355708 -4.119263 3.943221 -0.70 -0.95 0.04 -0.058
C 0.636205 -3.390624 4.544686 0.75 0.13 0.91 -0.058
C 1.121571 -2.213159 3.953058 1.34 0.00 1.87 0.005
C 0.586519 -1.831607 2.792610 -1.59 -0.56 -1.61 -0.224
H -1.707255 -4.285334 2.231612 0.41 0.25 0.30 0.141
H -0.736023 -5.047994 4.413429 0.33 0.76 -0.36 0.130
H 1.072622 -3.718347 5.509003 -0.38 0.23 -0.78 0.130
H 1.916882 -1.621177 4.426793 -0.40 -0.34 -0.19 0.140



[4]
9
Properties=species:S:1:pos:R:3:forces:R:3:lowdin_charge:R:1 method="wB97M-V/def2-TZVPD" homo_lumo_gap_ha="0.338 / 0.338" relative_energy_kj_mol=72.46 homo_energy_ev="-9.982 / -9.983" smiles="C=[P@@]1(F)N=P1(F)F"
C -1.412922 0.243423 0.933826 2.35 1.57 -1.45 -0.199
P -0.151938 0.974821 0.063392 -2.22 2.34 -0.34 0.700
F -0.346460 2.551518 -0.282639 0.10 -2.21 0.92 -0.209
N 0.947700 0.424485 -0.898521 -1.07 0.45 1.15 -0.348
P 0.754525 -1.219833 -0.775518 1.60 -1.11 -1.73 0.634
F 1.707161 -1.465373 0.481449 0.18 -0.39 0.00 -0.273
F 1.792689 -1.546759 -1.981556 -0.55 -0.24 0.90 -0.288
H -2.203358 0.825308 1.406320 0.32 -0.49 -0.03 0.016
H -1.087395 -0.787591 1.053247 -0.71 0.07 0.58 -0.034